99
Properties=species:S:1:pos:R:3:mulliken_spin:R:1 method="wB97M-V/def2-TZVPD" multiplicity=2 homo_lumo_gap_ev="5.29 / 5.18" s2=0.7572 homo_energy_ev="-6.295 / -6.310" max_force_ev_per_a=4.6
Ti 14.067 13.136 11.216 0.923
C 18.535 13.001 7.225 -0.004
C 18.958 13.637 8.386 0.001
C 18.067 14.270 9.234 -0.008
C 16.667 14.361 8.904 0.013
C 16.323 13.850 7.620 -0.001
C 17.188 13.129 6.854 0.002
N 15.717 14.710 9.821 -0.037
C 15.870 15.944 10.439 0.010
C 16.521 17.076 9.910 -0.008
C 16.509 18.286 10.574 0.008
C 15.755 18.430 11.732 -0.006
C 15.051 17.380 12.283 0.007
C 15.229 16.096 11.702 -0.001
N 14.936 14.898 12.310 -0.030
N 14.702 15.010 13.614 0.051
C 14.683 13.830 14.189 0.012
C 14.646 13.798 15.630 0.017
C 14.956 12.625 16.302 0.009
C 15.113 11.481 15.487 0.006
C 14.893 11.555 14.131 0.015
N 14.746 12.710 13.436 -0.037
H 19.214 12.340 6.699 0.000
H 20.029 13.511 8.661 0.000
H 18.404 14.726 10.161 -0.001
H 15.289 14.024 7.323 0.000
H 16.855 12.595 5.961 0.000
H 17.025 16.946 8.958 0.000
H 17.070 19.101 10.153 0.000
H 15.645 19.408 12.235 0.000
H 14.419 17.437 13.193 0.001
H 14.450 14.753 16.126 -0.002
H 15.037 12.583 17.374 0.000
H 15.319 10.501 15.941 0.000
H 14.866 10.637 13.543 0.002
F 15.689 8.655 7.079 0.000
C 14.937 9.729 7.469 -0.003
F 13.641 9.290 7.511 0.001
F 14.985 10.618 6.410 0.000
C 15.469 10.215 8.775 -0.004
C 16.505 9.512 9.401 0.001
C 17.100 10.107 10.509 0.005
C 16.577 11.239 11.080 0.003
N 15.457 11.788 10.598 0.025
C 14.946 11.360 9.405 0.024
S 13.690 12.365 8.804 -0.008
H 16.901 8.605 8.955 0.000
H 18.073 9.703 10.892 0.001
H 17.029 11.708 11.958 -0.021
N 18.296 15.047 16.284 0.000
C 19.134 15.167 15.101 0.000
C 18.805 14.023 14.117 0.000
O 18.399 12.885 14.687 0.000
O 18.847 14.145 12.882 0.000
H 18.550 15.732 16.984 0.000
H 18.425 12.951 15.644 0.000
H 17.311 15.168 16.105 0.000
H 20.158 15.083 15.436 0.000
H 19.089 16.139 14.590 0.000
F 11.750 14.667 13.151 0.000
B 11.699 15.382 11.939 0.028
F 12.626 14.554 10.925 -0.002
F 12.318 16.581 12.094 0.000
F 10.473 15.450 11.368 0.001
O 12.611 12.070 11.696 -0.001
As 11.178 11.188 12.290 0.006
C 11.365 10.816 14.215 0.003
C 11.243 11.865 15.124 -0.003
C 11.308 11.587 16.468 -0.001
C 11.431 10.261 16.871 0.001
C 11.558 9.214 15.969 0.000
C 11.479 9.494 14.614 0.001
C 9.558 12.190 11.886 -0.001
C 9.345 12.476 10.533 0.001
C 8.214 13.118 10.130 0.001
C 7.285 13.568 11.061 0.000
C 7.478 13.278 12.405 0.001
C 8.646 12.617 12.833 0.000
C 11.021 9.384 11.436 0.000
C 11.787 9.121 10.316 -0.005
C 11.581 7.918 9.647 0.000
C 10.549 7.037 10.005 0.000
C 9.773 7.338 11.107 0.000
C 9.973 8.519 11.797 0.000
H 11.072 12.875 14.752 0.001
H 11.262 12.367 17.208 0.000
H 11.463 10.050 17.934 0.000
H 11.679 8.204 16.313 0.000
H 11.621 8.740 13.860 0.000
H 10.134 12.192 9.828 0.000
H 8.090 13.342 9.079 0.000
H 6.401 14.110 10.750 0.000
H 6.738 13.500 13.153 0.000
H 8.856 12.422 13.891 0.000
H 12.510 9.878 9.983 0.003
H 12.185 7.738 8.758 0.000
H 10.378 6.148 9.403 0.000
H 8.944 6.696 11.423 0.000
H 9.266 8.891 12.552 0.000



103
Properties=species:S:1:pos:R:3:lowdin_charge:R:1 method="wB97M-V/def2-TZVPD" homo_lumo_gap_ev=6.10 homo_energy_ev=-6.771 max_force_ev_per_a=3.0
Hf 10.829 9.833 16.297 1.052
C 9.536 8.999 18.052 -0.356
C 9.068 8.380 16.820 -0.369
C 8.178 9.301 16.164 -0.349
C 8.186 10.503 16.944 -0.273
C 8.891 10.290 18.197 -0.240
C 8.526 10.978 19.473 -0.032
C 7.418 11.739 16.619 -0.051
C 7.269 8.924 15.028 -0.128
C 9.217 6.923 16.385 -0.037
C 10.172 8.199 19.172 -0.025
H 7.678 10.454 19.938 0.100
H 8.267 12.020 19.335 0.068
H 9.359 10.898 20.169 0.073
H 6.430 11.787 17.037 0.074
H 7.297 11.864 15.537 0.065
H 8.006 12.655 16.913 0.087
H 6.275 8.538 15.381 0.105
H 7.764 8.152 14.367 0.046
H 7.075 9.759 14.351 0.020
H 8.569 6.217 16.909 0.085
H 10.297 6.687 16.528 0.064
H 8.974 6.879 15.324 0.056
H 11.188 8.472 19.277 0.009
H 10.247 7.122 18.881 0.095
H 9.564 8.297 20.094 0.094
C 10.162 10.920 7.957 -0.216
Si 9.382 11.135 9.621 0.331
C 9.766 12.855 10.206 -0.231
C 7.493 10.918 9.339 -0.205
Si 10.278 9.580 11.172 0.098
Te 9.853 10.375 13.620 0.545
Si 12.610 9.650 11.233 0.344
C 13.371 8.719 12.702 -0.234
C 13.183 8.855 9.604 -0.222
C 13.447 11.428 11.341 -0.207
Si 9.287 7.601 10.558 0.327
C 10.166 6.159 11.362 -0.237
C 9.220 7.359 8.632 -0.211
C 7.490 7.503 11.211 -0.211
H 9.916 11.773 7.329 0.039
H 9.826 10.064 7.429 0.002
H 11.250 10.817 8.076 0.024
H 9.090 13.597 9.841 0.013
H 10.759 13.170 9.838 0.035
H 9.778 12.956 11.304 0.008
H 7.077 11.639 8.623 0.031
H 6.993 10.974 10.306 0.020
H 7.360 9.929 8.877 0.008
H 12.685 8.127 13.261 -0.012
H 13.724 9.464 13.432 0.008
H 14.187 8.070 12.358 0.035
H 12.459 9.082 8.842 -0.013
H 13.209 7.781 9.770 0.023
H 14.132 9.255 9.296 0.020
H 13.008 12.144 12.048 0.006
H 13.424 11.830 10.309 0.015
H 14.526 11.357 11.555 0.025
H 11.243 6.072 11.077 0.034
H 9.608 5.263 11.008 0.036
H 10.106 6.095 12.457 0.026
H 10.245 7.352 8.209 0.024
H 8.653 8.164 8.123 0.006
H 8.788 6.355 8.380 0.039
H 7.496 7.056 12.234 0.026
H 6.874 6.904 10.515 0.035
H 7.049 8.479 11.322 0.000
C 12.249 8.476 16.367 -0.387
Ge 13.378 9.713 17.526 0.936
C 13.430 9.324 19.492 -0.295
C 13.631 8.011 19.942 -0.127
C 13.769 7.725 21.301 -0.080
C 13.649 8.785 22.224 -0.091
C 13.479 10.097 21.781 -0.097
C 13.434 10.362 20.420 -0.139
C 12.248 11.398 17.193 -0.407
C 12.312 11.987 15.863 -0.181
C 11.703 13.238 15.600 -0.069
C 11.099 14.008 16.635 -0.044
C 11.034 13.463 17.930 -0.045
C 11.649 12.196 18.190 -0.093
C 15.234 9.824 16.867 -0.280
C 15.555 9.090 15.732 -0.129
C 16.836 9.080 15.181 -0.069
C 17.749 10.058 15.627 -0.082
C 17.433 10.818 16.763 -0.099
C 16.196 10.675 17.379 -0.122
H 12.571 7.434 16.572 -0.029
H 13.712 7.181 19.207 0.116
H 14.014 6.686 21.611 0.112
H 13.856 8.615 23.300 0.108
H 13.449 10.932 22.514 0.113
H 13.435 11.414 20.113 0.094
H 12.783 11.509 15.004 0.087
H 11.695 13.573 14.566 0.106
H 10.759 14.994 16.322 0.109
H 10.418 13.921 18.700 0.106
H 11.551 11.765 19.156 0.072
H 14.823 8.442 15.270 0.073
H 17.084 8.413 14.357 0.103
H 18.706 10.300 15.150 0.102
H 18.167 11.505 17.221 0.108
H 15.971 11.288 18.259 0.103



118
Properties=species:S:1:pos:R:3:lowdin_charge:R:1 method="wB97M-V/def2-TZVPD" homo_lumo_gap_ev=7.42 total_charge=-1 homo_energy_ev=-5.993 max_force_ev_per_a=2.6
C -4.109 -0.843 -5.253 -0.193
Si -2.642 -0.152 -4.281 0.508
C -1.458 -1.590 -4.021 -0.196
C -1.749 1.147 -5.305 -0.226
S -3.537 0.600 -2.425 0.430
O -4.120 -0.594 -1.806 -0.427
O -4.552 1.541 -2.860 -0.378
N -2.415 1.254 -1.428 -0.393
S -3.019 1.490 0.068 0.502
O -2.736 0.331 0.911 -0.422
O -4.443 1.721 0.065 -0.336
C -2.291 2.984 0.752 -0.314
C -2.123 2.932 2.268 -0.460
S -0.934 1.704 2.896 1.013
C 0.530 2.625 3.237 -0.737
N 0.674 3.866 3.491 0.028
N 2.044 4.040 3.664 -0.039
C 2.592 2.915 3.498 -0.352
O 1.680 1.936 3.255 -0.023
H -4.658 0.010 -5.671 0.041
H -4.745 -1.267 -4.469 -0.004
H -3.802 -1.572 -6.005 -0.055
H -0.426 -1.280 -3.811 -0.001
H -1.407 -2.115 -4.992 0.027
H -1.808 -2.339 -3.301 0.000
H -1.488 2.043 -4.737 -0.043
H -2.369 1.415 -6.167 0.027
H -0.824 0.675 -5.669 -0.069
H -1.378 3.258 0.219 0.019
H -2.995 3.797 0.534 0.109
H -3.087 2.733 2.744 0.087
H -1.785 3.923 2.596 0.079
H 3.641 2.675 3.565 0.111
C 3.968 3.760 7.254 -1.007
Cl 3.288 2.141 7.424 0.489
Cl 5.066 3.868 5.864 0.513
H 3.156 4.464 7.107 0.030
H 4.522 4.009 8.153 0.013
C -6.532 -2.397 -1.830 -0.984
Cl -6.645 -3.254 -3.375 0.506
Cl -6.584 -3.505 -0.453 0.541
H -5.592 -1.850 -1.799 -0.015
H -7.363 -1.708 -1.756 -0.030
C 2.196 3.836 -0.692 -0.987
Cl 1.921 2.171 -1.209 0.500
Cl 2.260 3.943 1.074 0.717
H 3.138 4.189 -1.099 0.024
H 1.379 4.450 -1.058 -0.029
C 8.261 5.579 5.303 -1.049
Cl 8.742 5.868 3.626 0.498
Cl 8.947 6.794 6.390 0.495
H 7.180 5.620 5.370 -0.028
H 8.614 4.599 5.605 0.022
C 1.549 0.577 -7.724 -1.012
Cl 1.601 0.000 -6.052 0.537
Cl -0.065 1.127 -8.170 0.556
H 2.243 1.403 -7.828 -0.034
H 1.835 -0.235 -8.385 0.027
C 3.504 -1.909 6.182 -1.014
Cl 4.423 -1.047 7.428 0.486
Cl 2.752 -0.789 5.039 0.532
H 4.182 -2.556 5.636 -0.075
H 2.728 -2.494 6.663 0.031
C -5.037 -1.399 2.018 -1.018
Cl -4.764 -1.726 3.742 0.478
Cl -6.712 -0.939 1.701 0.495
H -4.386 -0.588 1.704 -0.016
H -4.811 -2.297 1.452 -0.004
C 6.062 -2.410 3.009 -1.004
Cl 5.994 -3.121 1.396 0.519
Cl 5.849 -3.637 4.271 0.538
H 7.028 -1.938 3.144 0.027
H 5.269 -1.674 3.103 0.015
C -4.590 -6.352 0.119 -1.042
Cl -3.410 -6.375 -1.195 0.493
Cl -5.185 -7.979 0.499 0.481
H -4.111 -5.941 1.001 0.028
H -5.432 -5.733 -0.171 -0.059
C -10.497 -2.586 -2.329 -1.013
Cl -10.092 -2.350 -4.034 0.491
Cl -9.903 -1.263 -1.320 0.539
H -11.576 -2.634 -2.232 0.018
H -10.050 -3.515 -1.989 0.025
C -0.775 -1.535 0.066 -0.994
Cl -1.557 -3.006 -0.531 0.516
Cl 0.579 -1.047 -0.970 0.495
H -1.508 -0.731 0.088 -0.042
H -0.396 -1.724 1.064 0.027
C 7.405 0.865 8.918 -1.047
Cl 8.313 1.717 10.175 0.496
Cl 6.640 1.991 7.790 0.507
H 8.088 0.227 8.367 0.031
H 6.629 0.264 9.393 -0.111
C 5.454 0.060 12.490 -0.983
Cl 5.099 1.740 12.080 0.516
Cl 5.814 -0.901 11.047 0.568
H 6.315 0.033 13.149 0.028
H 4.590 -0.369 12.985 0.026
C -3.893 -3.680 -8.276 -0.990
Cl -3.404 -1.982 -8.340 0.547
Cl -2.940 -4.573 -7.085 0.483
H -4.941 -3.730 -8.000 0.029
H -3.743 -4.128 -9.252 0.022
C -0.715 5.030 -3.243 -0.970
Cl -0.739 4.498 -4.927 0.553
Cl -0.912 3.687 -2.104 0.623
H 0.237 5.515 -3.053 0.017
H -1.525 5.734 -3.092 0.028
C 0.287 -6.740 -6.052 -1.019
Cl -0.448 -5.984 -4.635 0.513
Cl -0.417 -6.131 -7.555 0.464
H 1.348 -6.518 -6.053 0.021
H 0.132 -7.812 -5.997 0.022
C 5.396 1.313 -7.286 -1.012
Cl 4.571 1.967 -5.871 0.516
Cl 4.795 2.029 -8.790 0.512
H 6.456 1.525 -7.202 0.021
H 5.233 0.241 -7.321 0.027



24
Properties=species:S:1:pos:R:3:lowdin_charge:R:1 method="wB97M-V/def2-TZVPD" homo_lumo_gap_ev=7.37 homo_energy_ev=-7.738 smiles="C=N[C@@H]1C=CC([N+](=O)[O-])=C2C=CC=CN21" max_force_ev_per_a=4.6
C -0.453 2.773 0.121 -0.039
C 0.821 2.213 0.549 -0.048
C -1.456 1.938 -0.236 0.028
C 1.002 0.868 0.575 -0.091
C -1.274 0.515 0.042 -0.059
C -1.029 -2.246 0.801 -0.002
C -2.212 -1.672 0.588 -0.024
C 0.220 -1.402 0.472 -0.316
C 1.624 -1.372 -1.418 -0.013
C -2.403 -0.379 -0.002 -0.133
N -0.034 0.035 0.332 0.035
N 0.821 -1.954 -0.666 0.043
N -3.692 -0.025 -0.180 -0.386
O -3.982 1.071 -0.717 -0.012
O -4.562 -0.790 0.153 0.054
H -0.506 3.791 -0.091 0.087
H 1.676 2.913 0.693 0.118
H -2.572 2.190 -0.393 0.131
H 2.025 0.436 0.814 0.157
H -0.919 -3.196 1.224 0.087
H -3.152 -2.004 0.890 0.093
H 0.916 -1.736 1.281 0.165
H 1.832 -1.920 -2.267 0.052
H 2.095 -0.405 -1.292 0.074